No. 1
This record from the OMol25 dataset describes C16H47AlN7O3P2 as an isolated structure at a distorted geometry. The level of theory is wB97M-V/def2-TZVPD.

**HOMO-LUMO gap**: 5.07 eV
**E_tot**: -59096.2175 eV
**Total charge**: -1
**Highest occupied orbital energy**: -0.1714 hartree

```
76
C16H47AlN7O3P2 | the OMol25 dataset | wB97M-V/def2-TZVPD
C -3.23442 -1.44706 6.35178
N -3.05917 -0.07232 5.88069
C -2.29434 -0.00878 4.61240
C -4.29813 0.63228 5.72197
O -4.21133 1.78106 5.30698
C -5.68696 0.08647 6.05888
Al -6.32202 -1.49426 4.88469
H -3.74088 -1.50759 7.32500
H -2.21627 -1.86009 6.52011
H -3.69841 -2.11885 5.60359
H -1.75665 0.95603 4.58012
H -1.51328 -0.78849 4.62111
H -2.93383 -0.04342 3.71610
H -5.81314 -0.12736 7.14043
H -6.39788 0.90774 5.85074
H -5.99732 -2.86816 5.69044
H -5.35122 -1.49604 3.59437
H -7.87670 -1.41127 4.48951
O -3.22002 -0.76825 0.97064
P -2.48036 -1.70800 0.01545
N -1.06116 -0.72876 0.05882
C -0.55729 0.24750 -0.87749
C -0.23018 -0.84236 1.24749
N -3.54134 -1.41533 -1.31274
C -3.19598 -0.94248 -2.63791
C -4.85017 -0.84823 -0.96893
N -1.59810 -2.88718 -1.01045
C -1.41810 -4.15154 -0.27053
C -0.40364 -2.65308 -1.79401
H 0.40057 -0.07776 -1.30454
H -0.37595 1.21619 -0.39211
H -1.22850 0.44451 -1.70836
H 0.31879 -1.79719 1.25339
H -0.83916 -0.79608 2.15508
H 0.50705 -0.04246 1.31694
H -2.94023 0.12326 -2.64574
H -4.04515 -1.06172 -3.31835
H -2.40083 -1.52090 -3.10458
H -4.78016 0.22441 -0.75446
H -5.28422 -1.34869 -0.10719
H -5.55898 -0.98846 -1.78950
H -0.70694 -4.03111 0.55489
H -1.06270 -4.95530 -0.92088
H -2.37334 -4.47488 0.15758
H 0.49844 -2.53951 -1.17735
H -0.48245 -1.79154 -2.45051
H -0.24580 -3.51189 -2.45355
O 2.91826 0.18844 -1.99900
P 3.87811 1.37973 -1.88688
N 3.37222 2.01788 -3.40972
C 3.99824 1.97694 -4.70930
C 2.07451 2.67394 -3.43056
N 5.32472 0.44385 -1.91750
C 6.45052 0.58039 -2.82158
C 5.17174 -0.98348 -1.61910
N 4.82988 2.86883 -1.59842
C 4.25710 3.61283 -0.45710
C 5.27731 3.83109 -2.58202
H 4.26793 2.98716 -5.04865
H 3.32647 1.55557 -5.46701
H 4.90424 1.37971 -4.73476
H 2.11788 3.65279 -2.92955
H 1.32090 2.06682 -2.92005
H 1.71496 2.84240 -4.44530
H 6.22346 0.20839 -3.82657
H 7.30209 -0.00375 -2.46052
H 6.83326 1.59727 -2.87696
H 4.76902 -1.53330 -2.47782
H 4.51835 -1.14073 -0.76506
H 6.13327 -1.42648 -1.34910
H 3.28296 4.04348 -0.71260
H 4.91682 4.41801 -0.12592
H 4.11038 2.93883 0.39423
H 4.46035 4.44950 -2.97822
H 5.80449 3.37818 -3.41687
H 5.99844 4.50263 -2.10812
```

=====

No. 2
This record from the OMol25 dataset describes C16H48AsF6N5O4 as an isolated structure at a distorted geometry. The level of theory is wB97M-V/def2-TZVPD.

**Relative energy (zero: lowest compared OMol25 entry of this formula, charge and spin)**: 113.0 kcal per mole
**HOMO-LUMO gap**: 8.76 eV
**E_tot**: -110152.3344 eV
**Total charge**: 0
**Highest occupied orbital energy**: -0.3189 hartree

```
80
C16H48AsF6N5O4 | the OMol25 dataset | wB97M-V/def2-TZVPD
N -18.06334 -10.84071 -19.69692
H -18.59397 -10.19753 -20.30042
H -18.16968 -10.49013 -18.73840
H -17.05570 -10.92924 -19.93727
H -18.54255 -11.76767 -19.60989
As -13.95910 -10.80867 -20.34354
F -14.26458 -10.98906 -22.04381
F -15.58146 -11.49207 -20.05648
F -13.75310 -10.76794 -18.61470
F -12.42942 -10.06985 -20.60873
F -14.73136 -9.25009 -20.31498
F -13.26597 -12.40299 -20.35167
C -17.83042 -14.32659 -21.15279
C -19.14028 -14.63219 -20.45862
C -19.11413 -15.83262 -19.52272
O -18.56197 -16.97263 -20.18764
C -19.45380 -17.69277 -21.01331
N -19.58867 -13.39687 -19.72685
H -17.89634 -13.52858 -21.88503
H -17.53104 -15.23166 -21.69844
H -16.99043 -14.23888 -20.45841
H -19.91713 -14.86247 -21.19274
H -20.13244 -16.08514 -19.20080
H -18.46669 -15.71762 -18.65413
H -20.17734 -17.04138 -21.50815
H -19.97142 -18.46769 -20.43582
H -18.84587 -18.21296 -21.75313
H -20.60530 -13.41801 -19.66268
H -19.30404 -13.51406 -18.74188
C -16.90637 -8.00996 -18.03550
C -18.30427 -8.50590 -17.74543
C -18.88538 -7.78663 -16.52143
O -20.22885 -8.19134 -16.35782
C -20.97849 -7.36138 -15.50573
N -19.16849 -8.42810 -18.91963
H -16.21200 -8.25533 -17.22184
H -16.88355 -6.91544 -17.99594
H -16.42740 -8.43798 -18.91074
H -18.24687 -9.53492 -17.38430
H -18.80108 -6.69172 -16.45473
H -18.28676 -8.11053 -15.65043
H -20.43525 -7.08049 -14.59378
H -21.87929 -7.91492 -15.25660
H -21.21743 -6.39622 -15.97323
H -20.04768 -8.88844 -18.71490
H -19.39965 -7.45583 -19.09783
C -19.08681 -7.11562 -23.19048
C -19.36619 -8.32974 -22.29870
C -19.02095 -9.62875 -23.01430
O -19.81657 -9.88278 -24.15429
C -21.18748 -10.07074 -23.88349
N -18.54487 -8.28558 -21.06338
H -19.91853 -7.07032 -23.90257
H -18.11835 -7.11202 -23.68108
H -19.20356 -6.20729 -22.59570
H -20.40217 -8.29711 -21.96374
H -18.99418 -10.50677 -22.35088
H -18.00425 -9.60905 -23.41896
H -21.63463 -9.14480 -23.50284
H -21.29479 -10.77098 -23.03815
H -21.72597 -10.44788 -24.74350
H -18.91457 -7.76577 -20.28162
H -17.60002 -8.00615 -21.29234
C -15.35955 -13.51601 -17.43370
C -16.45972 -12.55863 -17.88016
C -17.63051 -12.46669 -16.90865
O -18.43133 -13.62085 -17.06218
C -19.55799 -13.68712 -16.21164
N -15.94950 -11.18379 -18.00908
H -15.02536 -13.29315 -16.40929
H -14.41858 -13.30609 -17.95201
H -15.58812 -14.57733 -17.51543
H -16.80709 -12.89430 -18.85571
H -18.22937 -11.58466 -17.17094
H -17.28458 -12.34507 -15.87469
H -20.24873 -12.86232 -16.44342
H -19.33605 -13.59555 -15.14588
H -20.04852 -14.63128 -16.43640
H -15.24874 -11.16121 -18.74866
H -15.44297 -10.89521 -17.17833
```

=====

No. 3
This record from the OMol25 dataset describes C16H48BeN2O22 as an isolated structure at a distorted geometry. The level of theory is wB97M-V/def2-TZVPD.

**Relative energy (zero: lowest compared OMol25 entry of this formula, charge and spin)**: 202.2 kcal per mole
**HOMO-LUMO gap**: 2.16 eV
**E_tot**: -65772.8213 eV
**Total charge**: 0
**Highest occupied orbital energy**: -0.3293 hartree

```
89
C16H48BeN2O22 | the OMol25 dataset | wB97M-V/def2-TZVPD
Be -2.53716 1.55726 -3.03677
N 1.30321 -0.55063 0.43151
O 2.21446 -0.12419 -0.23967
O 0.12825 -0.35403 0.07091
O 1.52192 -1.18281 1.47614
N -3.57602 -4.05378 -4.00999
O -2.55603 -4.54503 -4.52686
O -4.61943 -4.60511 -3.95455
O -3.43978 -3.00818 -3.49306
C -5.66536 3.27279 0.50825
C -4.31944 3.45231 1.17348
O -3.23978 3.64425 0.28910
O -5.63465 2.30273 -0.56254
H -6.08121 4.23948 0.22425
H -6.38183 2.85042 1.21279
H -4.00993 2.54878 1.69878
H -4.29766 4.28646 1.87477
H -2.46256 4.01737 0.71137
H -6.54268 2.02253 -0.69880
C -5.03664 -3.62439 1.85521
C -6.07036 -4.43507 2.67844
O -5.72798 -5.78946 2.82920
O -3.92953 -3.13299 2.63956
H -5.48489 -2.73675 1.40881
H -4.67453 -4.27272 1.05731
H -7.11174 -4.29279 2.38967
H -6.15477 -3.91279 3.63143
H -6.01600 -6.26837 2.04863
H -3.40632 -2.59079 2.04468
C -2.19980 1.56865 6.67536
C -3.51487 0.76962 6.60581
O -3.32358 -0.66695 6.70751
O -1.45488 1.50135 5.54941
H -1.52870 1.29638 7.48999
H -2.44626 2.62789 6.74865
H -3.97025 1.08593 5.66738
H -4.19732 1.06095 7.40425
H -3.22625 -0.81485 5.76397
H -0.96600 0.67544 5.52744
C -1.25889 5.83998 -5.00268
C -0.11079 5.73849 -4.02917
O 0.29096 4.36928 -3.84397
O -2.32857 5.19169 -4.47782
H -0.90900 5.50976 -5.98075
H -1.59922 6.86464 -5.15212
H -0.44960 6.11807 -3.06520
H 0.82858 6.17762 -4.36507
H 1.22348 4.29378 -3.62875
H -3.09522 5.60919 -4.87725
C 7.71824 2.45072 -1.60504
C 7.46610 2.78054 -3.03417
O 6.09811 2.70570 -3.43798
O 7.29013 1.15421 -1.26735
H 7.25731 3.22848 -0.99616
H 8.79243 2.37113 -1.43796
H 8.02530 2.09834 -3.67450
H 7.83694 3.78729 -3.22663
H 6.06961 1.80051 -3.75642
H 6.35526 1.11635 -1.48223
C 5.05036 -3.11767 -4.94142
C 3.77388 -3.94535 -4.74766
O 2.99126 -4.26273 -5.92605
O 4.85480 -1.90157 -5.62161
H 5.88422 -3.68532 -5.35439
H 5.38191 -2.94354 -3.91778
H 3.08580 -3.53737 -4.00726
H 4.04523 -4.92223 -4.34746
H 2.07748 -4.19360 -5.64001
H 4.40206 -2.02137 -6.45963
C 0.34720 -6.58863 0.29955
C -0.66187 -7.51122 1.05242
O 0.01032 -8.71989 1.27222
O 1.49746 -6.40776 1.14468
H -0.16817 -5.64778 0.10647
H 0.54773 -6.89552 -0.72696
H -1.57717 -7.68933 0.48798
H -0.98970 -7.06154 1.98965
H 0.76460 -8.57708 1.84864
H 1.47889 -5.49442 1.43972
C 2.98921 5.09441 3.55665
C 3.96001 3.89070 3.30049
O 3.77569 2.71718 4.04394
O 1.69051 4.71995 3.11384
H 3.29341 5.95731 2.96424
H 2.97514 5.45071 4.58667
H 4.95025 4.29731 3.50589
H 3.94843 3.67866 2.23137
H 3.47477 2.07754 3.39440
H 1.28147 4.21543 3.82078
```

=====

No. 4
This record from the OMol25 dataset describes a 16-piece molecular cluster, C16H48N16O32 overall at a distorted geometry. The level of theory is wB97M-V/def2-TZVPD.

**Relative energy (zero: lowest compared OMol25 entry of this formula, charge and spin)**: 47.6 kcal per mole
**HOMO-LUMO gap**: 9.66 eV
**E_tot**: -106685.5011 eV
**Total charge**: 0
**Highest occupied orbital energy**: -0.3892 hartree

```
112
C16H48N16O32 | the OMol25 dataset | wB97M-V/def2-TZVPD
C 3.71909 0.83951 2.26426
N 3.59530 -0.48911 1.70450
O 2.51536 -1.02933 1.71577
O 4.64718 -1.02443 1.44895
H 4.50111 0.89079 3.02182
H 2.68921 1.06200 2.54344
H 3.97018 1.49570 1.43091
C 4.24314 -3.79293 3.55409
N 2.79871 -4.09995 3.41262
O 2.26554 -3.95487 2.32263
O 2.20851 -4.55083 4.44917
H 4.73913 -4.22418 2.68454
H 4.51165 -4.32570 4.46631
H 4.40025 -2.71447 3.57229
C -0.66777 -5.01740 -1.58764
N 0.55671 -5.28117 -2.34301
O 1.52030 -5.85128 -1.80373
O 0.66125 -5.03872 -3.52422
H -1.01719 -4.00023 -1.76476
H -0.59980 -5.24908 -0.52472
H -1.37259 -5.70032 -2.06195
C -2.59371 3.80830 -1.41050
N -1.41482 4.40818 -1.99928
O -1.55091 5.24641 -2.89996
O -0.27942 4.07476 -1.61259
H -2.35426 2.84532 -0.95946
H -3.26013 3.58232 -2.24292
H -3.11844 4.41600 -0.67329
C -0.30313 3.31273 2.80937
N -0.02507 2.62166 4.10876
O -0.45474 3.00697 5.15546
O 0.70543 1.64469 4.08013
H 0.57281 3.25772 2.16299
H -0.69915 4.32484 2.89239
H -1.10800 2.76994 2.31373
C -6.36873 0.85029 1.01527
N -6.92889 0.89996 -0.41305
O -6.43470 0.06874 -1.19709
O -7.83214 1.65288 -0.69921
H -6.50970 -0.17035 1.37095
H -6.99850 1.48387 1.63982
H -5.35780 1.25291 0.95193
C 1.10894 2.87780 -4.71119
N 0.26467 1.68648 -4.65078
O 0.63722 0.73962 -5.42632
O -0.75908 1.62813 -3.93429
H 0.80545 3.61942 -5.45010
H 2.11570 2.52264 -4.93113
H 1.06792 3.20359 -3.67183
C 2.86987 4.77840 -0.62089
N 2.53065 5.65783 0.61978
O 3.24387 6.60369 0.91331
O 1.54730 5.32156 1.29003
H 3.80141 4.99136 -1.14527
H 2.01214 4.87242 -1.28689
H 2.96455 3.71610 -0.39580
C -3.31361 2.31734 5.25411
N -4.43862 1.40287 4.80443
O -4.47238 1.19658 3.58944
O -5.17926 1.01513 5.70536
H -2.97839 2.18671 6.28302
H -3.67811 3.34361 5.20964
H -2.54191 2.17074 4.49839
C -3.62643 0.32351 -4.17415
N -3.64276 -0.30708 -2.84701
O -3.10986 0.24614 -1.88783
O -4.17201 -1.42911 -2.87244
H -3.84786 1.38921 -4.11631
H -4.47677 -0.18080 -4.63317
H -2.70151 0.04673 -4.68013
C -3.81412 -1.66946 0.85830
N -2.96822 -2.72171 0.28471
O -3.58919 -3.53296 -0.40730
O -1.69938 -2.78183 0.55151
H -3.95709 -1.98698 1.89119
H -4.73725 -1.52858 0.29611
H -3.14156 -0.81235 0.82487
C 5.65089 1.09373 -1.42325
N 4.21465 1.14581 -1.80023
O 3.37129 0.75410 -0.98942
O 4.01711 1.51181 -2.97400
H 5.77965 0.03384 -1.20382
H 5.78493 1.73200 -0.54991
H 6.34765 1.33191 -2.22693
C -0.35691 -1.97279 4.23965
N -0.95804 -1.00761 5.20892
O -0.17408 -0.50501 5.95669
O -2.14436 -0.74474 5.09695
H 0.33283 -2.61829 4.78340
H 0.17057 -1.47273 3.42737
H -1.05026 -2.54675 3.62489
C 3.51863 -3.16203 -1.17262
N 4.63003 -3.82898 -0.50564
O 5.59583 -3.12701 -0.22201
O 4.52861 -5.02870 -0.13610
H 3.99555 -2.63798 -2.00088
H 3.09368 -2.42439 -0.49188
H 2.91990 -4.03130 -1.44462
C 0.10491 -2.44030 -5.31944
N 1.28468 -2.24864 -4.37185
O 2.40539 -2.61427 -4.68373
O 1.01274 -1.75997 -3.28027
H -0.59345 -1.61158 -5.20274
H -0.29866 -3.43371 -5.12362
H 0.40768 -2.37299 -6.36438
C 0.23635 -0.49335 -0.61496
N -0.08469 0.56619 0.44312
O 0.51263 1.66061 0.30084
O -0.93592 0.25017 1.27182
H -0.60733 -0.46807 -1.30465
H 0.42738 -1.49229 -0.22289
H 1.16456 -0.24560 -1.12988
```

=====

No. 5
This record from the OMol25 dataset describes a 8-piece molecular cluster, C16H48N2O8 overall at a distorted geometry. The level of theory is wB97M-V/def2-TZVPD.

**SMILES**: NC(N)=O.CC(C)O.CC(C)O.CC(C)O.CC(C)O.CO.CO.CO
**Relative energy (zero: lowest compared OMol25 entry of this formula, charge and spin)**: 163.3 kcal per mole
**HOMO-LUMO gap**: 8.92 eV
**E_tot**: -36723.5707 eV
**Total charge**: 0
**Highest occupied orbital energy**: -0.3195 hartree

```
74
C16H48N2O8 | the OMol25 dataset | wB97M-V/def2-TZVPD
N -1.37287 3.44448 -1.33395
C -2.62228 3.42778 -0.97830
N -3.21156 4.56364 -1.24292
O -3.26738 2.34460 -0.41658
H -0.93052 2.50965 -1.22319
H -1.09512 4.01968 -2.11666
H -4.20104 4.54442 -0.99622
H -2.78327 5.50617 -1.40951
C 2.69197 -4.23502 -0.74353
C 1.22377 -4.61386 -0.78483
C 0.58623 -4.22969 -2.13186
O 0.96880 -5.75564 -0.44117
H 3.17159 -4.42332 0.26260
H 2.78752 -3.16375 -0.98193
H 3.22548 -4.98260 -1.39443
H 0.69862 -4.02619 -0.00581
H -0.50175 -4.48638 -2.27986
H 1.04631 -4.74035 -3.02027
H 0.57000 -3.14906 -2.25590
H 0.04163 -5.80484 -0.23173
C 1.42007 -0.60333 -1.02715
C 0.93513 0.80207 -0.83666
C 1.98582 1.89932 -0.77595
O 0.10103 1.13811 -1.62994
H 1.88681 -0.76713 -2.00987
H 0.70874 -1.34401 -0.81385
H 2.26378 -0.67586 -0.26943
H 0.43470 0.84615 0.23356
H 2.67621 2.05130 0.10719
H 1.47753 2.84283 -0.75739
H 2.63773 1.92559 -1.64933
H 0.15407 0.54581 -2.39790
C 2.22666 -2.00951 2.20290
C 1.76002 -0.68786 2.57410
C 0.24895 -0.57390 2.59759
O 2.05974 -0.30797 3.67056
H 1.85763 -2.73358 2.97556
H 3.31058 -2.05607 2.30833
H 2.06588 -2.33479 1.18477
H 2.18691 0.00099 1.84783
H -0.15642 -1.31329 3.24589
H -0.16326 -0.73010 1.63214
H -0.10877 0.42661 2.88143
H 2.31007 0.62924 3.63834
C -2.08589 -2.31532 0.44623
C -2.29318 -0.92542 -0.19009
C -2.33795 -1.05005 -1.69202
O -3.31168 -0.32369 0.23362
H -1.83117 -2.14098 1.44163
H -1.27143 -2.80760 -0.02810
H -2.93858 -2.97820 0.49233
H -1.46217 -0.21909 0.05640
H -3.20807 -1.57488 -2.03590
H -1.55799 -1.63501 -2.11167
H -2.29952 -0.12695 -2.24977
H -3.25665 0.58287 -0.05613
C 1.74982 3.09228 3.67505
O 2.76329 2.41391 4.37733
H 2.24790 3.34255 2.71775
H 1.54575 4.05227 4.14041
H 0.91435 2.38993 3.49703
H 2.56841 2.37897 5.31564
C -1.19088 1.51172 -4.26015
O -0.55894 0.26843 -3.98230
H -1.64240 1.53923 -5.23660
H -0.40360 2.26500 -4.29479
H -1.89097 1.70264 -3.44111
H -1.08532 -0.49581 -4.16892
C -1.56223 2.89920 2.35380
O -0.56636 2.51867 1.36041
H -2.56037 2.72569 1.97146
H -1.46076 3.94578 2.66659
H -1.46113 2.32280 3.28079
H -0.85804 2.92073 0.51439
```

=====

Look up the total charge of the fifth one. 0

=====

Number 4 is which compound? C16H48N16O32